(1)
Here is C56H46BBrF4N5O6PS2Ti as an isolated structure at a distorted geometry from the Open Molecules 2025 dataset. Energies are from the ωB97M-V functional and the def2-TZVPD basis.

Each line ends with the Löwdin charge.
Cartesian coordinates (Å):
Ti 0.9272 -0.0930 -0.2210  0.803
O 2.1002 1.6247 -3.4470  0.026
C 1.6311 0.8942 -2.5686  -0.587
O 2.0897 0.8285 -1.3662  -0.125
C 0.5181 -0.0388 -2.8808  -0.221
C -0.2404 0.1357 -4.0360  -0.017
C -1.1784 -0.8037 -4.3895  -0.057
C -1.2792 -1.9811 -3.6109  -0.176
C -2.1275 -3.0423 -3.9522  -0.073
C -2.1407 -4.2099 -3.2144  -0.143
C -1.2718 -4.3611 -2.1416  -0.116
C -0.4464 -3.3216 -1.7586  -0.074
C -0.4550 -2.0982 -2.4502  -0.233
N 0.3597 -1.0907 -2.0316  0.035
H -0.0615 1.0244 -4.6238  0.109
H -1.7876 -0.6888 -5.2745  0.094
H -2.7823 -2.9278 -4.8079  0.103
H -2.8110 -5.0140 -3.4916  0.089
H -1.2345 -5.2989 -1.6056  0.093
H 0.2988 -3.4605 -0.9911  0.051
F -1.8900 -7.1962 2.6093  0.088
C -1.8985 -5.8964 2.2055  -0.102
C -3.1232 -5.2163 2.0085  -0.121
F -4.2856 -5.8392 2.3406  0.086
C -3.1307 -3.9349 1.5266  -0.206
F -4.3355 -3.3149 1.4377  0.083
C -1.9495 -3.2456 1.1529  -0.300
P -1.8666 -1.5530 0.4872  1.142
C -2.9879 -0.8808 1.8084  -0.328
C -4.1774 -0.1926 1.5897  -0.092
C -4.9830 0.1725 2.6537  -0.098
C -4.6152 -0.1355 3.9518  -0.094
C -3.4216 -0.8020 4.1812  -0.099
C -2.6171 -1.1689 3.1206  -0.120
C -3.1051 -1.5332 -0.8847  -0.329
C -3.8994 -2.5972 -1.2939  -0.097
C -4.8031 -2.4438 -2.3323  -0.098
C -4.9164 -1.2360 -2.9956  -0.100
C -4.1027 -0.1792 -2.6204  -0.081
C -3.2049 -0.3272 -1.5804  -0.100
C -0.7257 -3.8945 1.5411  -0.499
Br 0.9274 -2.8952 1.5084  0.985
C -0.7152 -5.1758 2.0333  -0.258
F 0.4490 -5.7636 2.3768  0.062
H -4.4742 0.0653 0.5840  0.106
H -5.9108 0.6967 2.4641  0.103
H -5.2508 0.1355 4.7833  0.093
H -3.1261 -1.0398 5.1947  0.101
H -1.6912 -1.7022 3.2983  0.105
H -3.8246 -3.5592 -0.8158  0.093
H -5.4300 -3.2778 -2.6183  0.101
H -5.6382 -1.1121 -3.7934  0.093
H -4.1819 0.7683 -3.1358  0.104
H -2.5605 0.4959 -1.2989  0.087
N -0.5148 1.0663 -0.3307  -0.039
C -0.6882 2.3130 -0.5560  -0.323
C -1.8177 3.0768 -0.0243  -0.136
C -2.0740 4.4136 -0.3636  -0.029
C -3.1143 5.1032 0.2237  -0.112
C -3.9192 4.4977 1.1795  -0.119
C -3.6596 3.1819 1.5458  -0.095
C -2.6302 2.4895 0.9519  -0.042
C 0.3375 3.1370 -1.2710  -0.192
C 0.1285 3.6420 -2.5481  -0.065
C 1.1148 4.3787 -3.1795  -0.106
C 2.3179 4.6171 -2.5409  -0.112
C 2.5229 4.1355 -1.2577  -0.078
C 1.5385 3.4051 -0.6215  -0.022
H -1.4504 4.9160 -1.0882  0.098
H -3.2984 6.1336 -0.0596  0.089
H -4.7269 5.0445 1.6484  0.083
H -4.2594 2.7001 2.3067  0.084
H -2.3884 1.4758 1.2267  0.077
H -0.7996 3.4209 -3.0580  0.119
H 0.9494 4.7374 -4.1857  0.094
H 3.1066 5.1533 -3.0528  0.087
H 3.4647 4.3124 -0.7565  0.096
H 1.6758 3.0101 0.3791  0.114
C 0.1799 -0.2977 5.2357  -0.008
C 0.9708 0.4518 4.1658  -0.469
C 2.4430 0.5005 4.6120  -0.013
O 0.9094 -0.2702 2.9371  -0.033
B 0.7583 0.5783 1.8487  -0.645
O 0.5692 1.8650 2.3439  0.062
C 0.3904 1.8487 3.7620  -0.461
C -1.1145 1.9715 4.0345  -0.001
C 1.1073 3.0483 4.3809  -0.010
H 0.6276 -1.2797 5.3745  0.092
H -0.8466 -0.4333 4.9224  0.042
H 0.2054 0.2510 6.1763  0.088
H 2.8373 -0.5138 4.6070  0.095
H 2.5345 0.9224 5.6109  0.081
H 3.0446 1.0816 3.9202  0.069
H -1.6428 1.1779 3.5156  0.069
H -1.4765 2.9156 3.6329  0.087
H -1.3387 1.9186 5.0981  0.087
H 2.1283 3.1147 4.0189  0.081
H 1.1133 2.9626 5.4663  0.084
H 0.5904 3.9612 4.0887  0.086
N 6.9611 2.2532 -4.0928  0.075
C 6.3686 1.0520 -3.6948  -0.327
C 5.0200 0.8138 -3.9614  -0.012
C 4.4482 -0.3884 -3.5961  -0.044
C 5.2101 -1.3584 -2.9746  -0.308
C 6.5572 -1.1492 -2.7400  -0.126
C 7.1380 0.0551 -3.0962  -0.051
S 4.3522 -2.7855 -2.2942  0.562
O 3.6749 -3.4790 -3.3574  -0.321
O 5.3398 -3.5653 -1.5692  -0.393
N 3.2519 -2.1297 -1.3039  -0.089
C 3.7138 -1.4440 -0.3028  -0.705
S 5.4459 -1.4156 0.1434  1.049
C 5.0708 -0.1849 1.3222  -0.393
C 3.7457 0.0579 1.3324  -0.257
N 2.9829 -0.6647 0.4666  -0.093
H 6.2935 3.0014 -4.2137  0.079
H 7.7617 2.5208 -3.5364  0.075
H 4.4067 1.5793 -4.4125  0.104
H 3.4011 -0.5723 -3.7733  0.114
H 7.1341 -1.9252 -2.2605  0.096
H 8.1860 0.2411 -2.8890  0.099
H 5.8437 0.2678 1.9115  0.040
H 3.2440 0.7853 1.9473  0.083

## Properties
Multiplicity ... 3
HOMO-LUMO gap (alpha / beta) ... 0.1415 / 0.2293 Eh
LUMO energy (alpha / beta) ... 3.77 / 3.76 eV
ΔE to the lowest compared entry with this formula, charge and spin ... 0.738 eV
Net charge ... -2

(2)
Here is C56H46BrN5O4PPbS as an isolated structure from the Open Molecules 2025 dataset. Energies are from the ωB97M-V functional and the def2-TZVPD basis.

Each line ends with the Löwdin charge.
Cartesian coordinates (Å):
Pb -0.6789 -0.8614 0.9052  1.346
C 3.1745 -3.4675 1.8301  -0.033
C 2.1654 -2.4950 1.8330  -0.123
N 1.1625 -2.5143 0.9850  -0.008
C 1.0642 -3.4988 0.0557  -0.185
C 2.0238 -4.5330 -0.0023  -0.158
C 3.0954 -4.4806 0.9155  0.010
C 1.8747 -5.5799 -0.9408  -0.044
C 0.7653 -5.5869 -1.7369  -0.064
C -0.1984 -4.5629 -1.6822  -0.023
C -0.0664 -3.4761 -0.8357  -0.265
N -0.9502 -2.4337 -0.6908  -0.073
C -1.9474 -2.1498 -1.6129  -0.236
C -1.9104 -2.4074 -2.9692  -0.028
C -2.9818 -2.0718 -3.8177  -0.061
C -4.1134 -1.4735 -3.3415  -0.054
C -4.1783 -1.1295 -1.9718  -0.162
C -5.2760 -0.4429 -1.4044  0.002
C -5.2504 -0.0723 -0.0898  -0.033
C -4.1074 -0.3784 0.6664  -0.116
N -3.0830 -1.0359 0.1770  -0.001
C -3.0944 -1.4367 -1.1227  -0.172
H 3.9841 -3.4005 2.5426  0.116
H 2.1923 -1.6823 2.5520  0.097
H 3.8461 -5.2607 0.8815  0.126
H 2.6172 -6.3644 -0.9934  0.113
H 0.6089 -6.3994 -2.4349  0.111
H -1.0672 -4.6500 -2.3182  0.104
H -1.0364 -2.8730 -3.4017  0.101
H -2.9004 -2.3112 -4.8705  0.111
H -4.9477 -1.2387 -3.9896  0.117
H -6.1241 -0.2006 -2.0335  0.128
H -6.0700 0.4634 0.3666  0.117
H -4.0330 -0.0598 1.7012  0.102
C -2.3229 -6.2654 2.6013  -0.031
C -2.2891 -4.8342 3.0537  -0.230
C -2.7984 -4.4275 4.2828  0.002
C -2.7261 -3.0997 4.6669  -0.080
C -2.1328 -2.2143 3.7868  -0.741
Br -1.9905 -0.3761 4.2424  0.749
N -1.6479 -2.5677 2.6139  -0.066
C -1.7281 -3.8514 2.2532  -0.071
H -3.1300 -6.8150 3.0819  0.084
H -1.3856 -6.7670 2.8474  0.092
H -2.4596 -6.3315 1.5227  0.085
H -3.2580 -5.1514 4.9439  0.128
H -3.1157 -2.7552 5.6129  0.110
H -1.3337 -4.0934 1.2722  0.109
C 4.2558 1.3799 5.7795  -0.074
C 4.8195 2.2020 4.8129  -0.066
C 4.2723 2.2544 3.5398  -0.097
C 3.1539 1.4841 3.2164  -0.397
C 2.5840 0.6806 4.2045  -0.114
C 3.1357 0.6207 5.4763  -0.076
P 2.3505 1.4918 1.5802  1.100
C 2.7078 3.1948 1.0296  -0.392
C 2.2092 4.2425 1.8061  -0.125
C 2.3896 5.5620 1.4187  -0.077
C 3.0616 5.8513 0.2393  -0.081
C 3.5648 4.8174 -0.5383  -0.076
C 3.3959 3.4968 -0.1431  -0.088
C 3.4336 0.4173 0.5538  -0.290
C 4.6413 -0.0004 1.0614  -0.063
C 5.4000 -1.0288 0.4648  -0.058
C 4.8976 -1.6996 -0.6029  -0.029
C 3.6548 -1.3234 -1.1703  -0.154
C 3.1237 -2.0551 -2.2576  -0.021
C 1.9374 -1.6962 -2.8232  -0.051
C 1.2629 -0.5461 -2.3778  0.005
C 1.7790 0.1813 -1.3430  -0.199
C 2.9482 -0.2102 -0.6389  -0.109
H 4.6836 1.3434 6.7727  0.108
H 5.6844 2.8059 5.0525  0.109
H 4.7109 2.9017 2.7901  0.114
H 1.6814 0.1188 3.9854  0.078
H 2.6810 -0.0043 6.2337  0.106
H 1.6748 4.0266 2.7256  0.113
H 2.0021 6.3624 2.0353  0.109
H 3.2036 6.8796 -0.0655  0.106
H 4.1031 5.0377 -1.4508  0.107
H 3.8035 2.7010 -0.7539  0.106
H 5.0184 0.4496 1.9689  0.096
H 6.3558 -1.3020 0.8917  0.113
H 5.4335 -2.5316 -1.0428  0.122
H 3.6777 -2.9089 -2.6259  0.122
H 1.5219 -2.2638 -3.6448  0.114
H 0.3595 -0.2278 -2.8779  0.124
C -3.2698 2.5173 -5.8475  -0.041
C -3.3180 3.1162 -4.4707  -0.256
C -3.1486 4.4903 -4.2821  -0.024
C -3.1995 5.0456 -3.0154  -0.049
C -3.4269 4.2227 -1.9202  -0.293
C -3.6207 2.8613 -2.0850  -0.058
C -3.5592 2.3161 -3.3574  -0.020
S -3.2984 4.8984 -0.2905  0.631
O -3.6735 6.2770 -0.3259  -0.275
O -3.9079 3.9540 0.5972  -0.285
N -1.6878 4.8978 0.0499  -0.119
C -0.9593 3.6467 0.1012  -0.187
C -0.2917 3.2303 -1.2235  -0.030
C -0.0243 1.7585 -1.1679  -0.483
O 1.2742 1.4497 -1.0331  0.014
O -0.9123 0.9353 -1.1559  -0.008
H -2.5319 3.0196 -6.4722  0.082
H -4.2375 2.6131 -6.3434  0.090
H -3.0200 1.4567 -5.8069  0.075
H -2.9744 5.1298 -5.1384  0.119
H -3.0690 6.1101 -2.8714  0.119
H -3.8031 2.2348 -1.2217  0.100
H -3.6846 1.2489 -3.4861  0.096
H -1.2050 5.7230 -0.2745  0.122
H -1.6788 2.8834 0.4021  0.116
H -0.2055 3.7094 0.8852  0.105
H 0.6199 3.7913 -1.4227  0.127
H -1.0013 3.3724 -2.0391  0.117

## Properties
HOMO-LUMO gap ... 0.2590 Eh
LUMO energy ... -2.41 eV
ΔE to the lowest compared entry with this formula, charge and spin ... 0.000 eV
Net charge ... +1

Number 2 is which compound?
C56H46BrN5O4PPbS

What is the net charge in the first record?
-2

Among the records above, which one has the lowest ΔE to the lowest compared entry with this formula, charge and spin?
C56H46BrN5O4PPbS

What is the net charge in the second record?
+1